Version w
The following is a quantum chemistry calculation of a cluster of 4 separate species, C2H13NO3S in total, from the OMol25 dataset.

```
20
Properties=species:S:1:pos:R:3
S 1.26 -2.33 -0.70
O 0.12 2.24 -3.56
O -1.12 1.02 3.20
O -2.13 -2.64 1.65
N 1.09 1.43 -0.41
C 0.35 0.32 0.15
C 0.48 -0.74 -1.04
H -0.52 -0.90 -1.31
H -1.84 -3.21 0.95
H 0.95 2.54 -3.93
H 0.18 2.31 -2.65
H -1.59 0.22 3.01
H -0.64 0.35 0.52
H -3.08 -2.72 1.82
H 2.06 1.28 -0.30
H 2.23 -1.84 0.01
H -0.44 0.68 3.80
H 0.95 -0.08 0.95
H 0.86 -0.25 -2.03
H 0.85 2.31 -0.13
```

The SMILES is NCCS.O.O.O. Its HOMO energy is -8.9 eV. As for the total charge: 0.

Atom charges from the Löwdin analysis, given in e for atoms 1 to 4: 0.692 -0.035 -0.044 -0.059


Version x
The following is a quantum chemistry calculation of a cluster of 4 separate species, C2H13NO3S in total, from the OMol25 dataset.

```
20
Properties=species:S:1:pos:R:3
S 0.48 -0.35 -1.76
O 5.95 -4.12 -0.02
O 0.12 -4.21 -1.61
O -3.09 4.25 3.07
N -2.22 1.88 -0.53
C -0.73 1.81 -0.51
C -0.29 0.38 -0.23
H 5.15 -3.58 0.03
H -3.22 5.17 2.77
H -0.32 2.56 0.16
H -2.51 2.53 -1.24
H -0.13 -4.73 -0.85
H 1.13 -1.42 -1.30
H 6.24 -4.27 0.88
H -0.35 2.09 -1.50
H -2.54 2.17 0.38
H 0.42 0.35 0.60
H -0.12 -4.58 -2.48
H -2.90 4.39 4.02
H -1.04 -0.32 0.11
```

The SMILES is NCCS.O.O.O. Its HOMO energy is -8.6 eV. As for the total charge: 0.

Atom charges from the Löwdin analysis, given in e for atoms 1 to 4: 0.668 -0.061 -0.075 -0.088


Most stable to least stable, the ends of the list are version x and version w.


Version w
The following is a quantum chemistry calculation of a cluster of 2 separate species, C10H15NO2 in total, from the OMol25 dataset.

```
28
Properties=species:S:1:pos:R:3
O -2.17 -1.40 -0.42
O 1.64 -3.22 3.46
N -0.17 -2.60 2.16
C 1.08 -2.40 2.78
C 1.89 -1.16 2.32
C -2.27 0.81 -1.13
C -1.62 -0.37 -1.08
C 0.38 0.49 -2.07
C -0.32 -0.64 -1.66
C 0.50 2.86 -2.83
C 1.18 0.11 2.27
C -0.28 1.71 -2.18
C -1.53 1.86 -1.70
H 2.56 -1.58 1.55
H -2.98 -1.22 0.05
H 0.22 0.10 1.58
H 0.04 -1.71 -1.47
H 0.92 0.32 3.24
H 1.49 3.01 -2.49
H -0.74 -1.85 1.73
H -2.05 2.82 -1.83
H 2.75 -1.24 3.16
H 1.67 1.05 1.93
H -0.10 3.87 -2.80
H -0.72 -3.45 2.44
H 1.39 0.24 -2.40
H -3.30 0.96 -0.68
H 0.53 2.63 -3.92
```

The SMILES is Cc1ccc(O)cc1.CCC(N)=O. Its HOMO energy is -8.6 eV. As for the total charge: 0.

Atom charges from the Löwdin analysis, given in e for atoms 1 to 4: 0.028 0.039 0.137 -0.538


Version x
The following is a quantum chemistry calculation of an isolated molecule of C10H15NO2, from the OMol25 dataset.

```
28
Properties=species:S:1:pos:R:3
O -0.29 0.68 2.31
O -0.13 2.65 0.21
N 1.16 2.20 -0.03
C -1.83 0.29 -1.29
C 2.69 0.43 -0.22
C -0.49 -0.38 -1.23
C -2.05 -0.46 1.16
C 0.25 -0.20 0.12
C 2.69 -0.97 0.28
C 1.27 -1.39 0.36
C -2.81 -0.16 -0.15
C -0.69 0.12 1.29
C 1.34 0.95 0.02
H -2.66 -0.18 2.04
H 3.48 0.87 0.36
H 0.30 0.01 -1.87
H 3.20 -1.00 1.24
H -0.65 -1.49 -1.50
H -1.93 -1.59 1.27
H 1.16 -2.21 -0.36
H -1.71 1.42 -1.15
H 2.84 0.55 -1.26
H -0.03 3.66 0.00
H -3.66 0.59 0.05
H -2.38 0.20 -2.25
H -3.30 -1.10 -0.40
H 3.26 -1.71 -0.32
H 0.99 -1.79 1.30
```

The SMILES is O=C1CCCC[C@]12CCC/C2=N/O. Its HOMO energy is -9.3 eV. As for the total charge: 0.

Atom charges from the Löwdin analysis, given in e for atoms 1 to 4: 0.097 -0.081 0.051 -0.200


Most stable to least stable, the ends of the list are version w and version x.


Version w
The following is a quantum chemistry calculation of a cluster of 2 separate species, C6H14NO in total, from the OMol25 dataset.

```
22
Properties=species:S:1:pos:R:3
O 2.47 -0.24 -1.41
N -0.15 0.02 -2.30
C -0.31 0.00 1.26
C -1.97 -0.19 -0.66
C 0.35 0.82 2.30
C -1.17 0.54 0.41
C -1.08 -0.97 -1.60
C 1.02 0.33 3.34
H 1.08 -0.71 3.66
H -1.38 1.60 0.54
H 0.46 1.87 2.05
H -0.44 -1.62 -1.04
H -0.71 0.80 -2.65
H -2.62 -0.88 -0.12
H -0.05 -1.05 1.37
H 1.60 0.98 3.97
H -1.66 -1.43 -2.37
H 0.53 0.31 -1.59
H 3.38 -0.06 -1.69
H 0.34 -0.37 -3.10
H -2.64 0.47 -1.20
H 2.57 -0.64 -0.54
```

Its HOMO energy is -12.3 eV. As for the total charge: +1.

Atom charges from the Löwdin analysis, given in e for atoms 1 to 4: -0.045 0.183 -0.120 -0.172


Version x
The following is a quantum chemistry calculation of the ion C6H14NO with charge +1, from the OMol25 dataset.

```
22
Properties=species:S:1:pos:R:3
O -0.60 -0.20 -1.97
N -1.60 -0.99 -0.18
C 1.35 1.54 -0.23
C 1.22 -0.85 0.37
C -1.15 -1.40 -1.64
C 0.39 0.53 0.29
C 0.03 1.03 1.73
C -0.98 0.31 -0.51
H -0.01 2.11 1.87
H -1.67 1.17 -0.73
H -2.01 -1.62 -2.18
H 2.17 -0.68 0.91
H 2.24 1.30 0.28
H -2.65 -0.98 -0.18
H -0.43 -2.19 -1.63
H 1.58 1.28 -1.26
H -1.09 -1.34 0.73
H -0.88 0.51 1.96
H 0.76 -1.78 0.81
H 0.83 0.68 2.41
H 0.98 2.65 -0.21
H 1.53 -1.07 -0.64
```

The SMILES is CC(C)(C)[C@@H]1[NH2+]CO1. Its HOMO energy is -15.0 eV. As for the total charge: +1.

Atom charges from the Löwdin analysis, given in e for atoms 1 to 4: -0.039 0.152 -0.058 -0.024


Most stable to least stable, the ends of the list are version w and version x.